Here is a molecular structure, C42H37Br3MnN3O3P from the OMol25 dataset. Energies are from wB97M-V/def2-TZVPD.

The HOMO energy (spin up / spin down) is -7.36 / -7.02 eV. As for the total energy: -11227.048613 hartree. Its LUMO energy (spin up / spin down) is 0.00 / -0.09 eV. The gap between HOMO and LUMO (spin up / spin down) comes out at 7.35 / 6.93 eV. The spin multiplicity is 2.

Structure (XYZ):
```
90
Properties=species:S:1:pos:R:3:forces:R:3:lowdin_charge:R:1
Mn 0.550 0.037 0.694 0.45 -0.37 -0.01 0.43
O 0.193 1.231 3.333 0.01 0.00 -0.08 -0.06
N -0.109 1.486 1.991 -0.22 -0.09 0.02 -0.06
C -0.576 2.666 1.883 0.05 -0.04 0.02 -0.07
C -0.999 3.366 0.672 -0.02 0.01 -0.02 -0.19
C -1.319 4.715 0.865 0.01 0.01 0.02 -0.03
C -1.785 5.501 -0.170 0.00 -0.01 -0.01 -0.07
C -1.961 4.935 -1.425 0.01 -0.02 0.01 -0.06
C -1.652 3.600 -1.624 -0.09 0.04 0.01 -0.09
C -1.160 2.798 -0.595 0.02 0.01 0.00 -0.28
P -0.797 1.036 -0.944 0.08 -0.08 0.08 1.13
C -2.488 0.364 -1.174 0.01 0.00 -0.02 -0.31
C -2.632 -0.945 -1.635 0.00 0.00 -0.04 -0.12
C -3.886 -1.503 -1.821 0.00 -0.03 0.04 -0.09
C -5.024 -0.772 -1.511 0.00 -0.01 0.02 -0.09
C -4.894 0.514 -1.012 0.00 0.01 0.00 -0.08
C -3.637 1.081 -0.849 -0.02 0.02 0.00 -0.07
C -0.169 1.232 -2.665 -0.11 0.00 -0.12 -0.33
C -0.542 0.398 -3.717 0.07 0.06 0.05 -0.07
C -0.012 0.578 -4.989 -0.01 -0.01 0.00 -0.08
C 0.886 1.605 -5.231 -0.01 0.00 -0.02 -0.08
C 1.250 2.452 -4.195 0.00 0.02 0.03 -0.07
C 0.732 2.267 -2.924 0.02 -0.02 -0.05 -0.12
H -0.180 0.318 3.482 -0.09 0.11 0.03 0.05
H -0.674 3.223 2.812 0.02 0.01 0.00 0.14
H -1.193 5.145 1.851 0.00 0.00 0.00 0.11
H -2.017 6.543 0.001 0.00 0.00 0.00 0.11
H -2.338 5.528 -2.248 0.00 0.00 0.00 0.11
H -1.793 3.169 -2.607 -0.02 0.01 0.02 0.12
H -1.757 -1.545 -1.850 0.02 -0.01 0.00 0.10
H -3.969 -2.519 -2.184 0.00 0.00 0.00 0.11
H -6.004 -1.211 -1.640 0.00 0.00 0.00 0.10
H -5.775 1.088 -0.752 0.00 0.00 0.00 0.10
H -3.564 2.092 -0.470 0.01 -0.02 0.00 0.10
H -1.266 -0.387 -3.567 -0.02 -0.05 0.01 0.08
H -0.317 -0.082 -5.791 0.00 0.00 0.00 0.10
H 1.294 1.749 -6.223 0.00 0.00 0.00 0.10
H 1.950 3.260 -4.369 0.00 0.00 0.00 0.11
H 1.034 2.937 -2.129 0.03 -0.02 -0.01 0.11
C 3.792 -1.968 -0.387 -0.06 0.13 -0.05 -0.02
C 2.498 -2.637 -0.743 -0.05 0.01 0.07 -0.30
C 2.558 -3.823 -1.518 -0.01 0.00 -0.02 -0.01
C 1.441 -4.566 -1.725 0.02 -0.05 -0.01 -0.02
C 0.232 -4.185 -1.099 -0.01 0.05 0.01 -0.19
C -0.946 -4.968 -1.089 0.02 0.00 0.01 -0.63
Br -1.035 -6.585 -2.076 -0.01 0.00 -0.01 0.76
C -2.015 -4.603 -0.324 -0.01 0.01 0.02 -0.18
C -1.975 -3.419 0.424 0.01 0.00 0.01 -0.59
Br -3.457 -2.998 1.518 0.00 0.03 -0.08 0.86
C -0.898 -2.545 0.386 0.10 0.05 -0.07 -0.43
O -0.861 -1.414 1.020 -0.20 0.13 0.21 -0.23
C 0.243 -2.970 -0.383 -0.03 0.01 0.02 -0.13
N 1.357 -2.180 -0.270 -0.10 0.18 -0.09 0.15
H 4.457 -2.709 0.063 -0.02 0.01 0.01 0.09
H 3.635 -1.151 0.309 -0.02 0.05 0.02 0.06
H 4.295 -1.568 -1.268 0.01 0.00 -0.04 0.09
H 3.512 -4.131 -1.925 0.00 0.01 0.00 0.12
H 1.474 -5.474 -2.312 0.00 0.01 -0.01 0.08
H -2.896 -5.227 -0.278 0.00 0.00 -0.01 0.10
Br 2.178 -4.402 4.098 0.00 -0.01 0.00 0.77
C 2.496 -2.622 3.562 0.00 0.00 0.02 -0.66
C 3.583 -1.917 4.043 0.01 -0.02 0.02 -0.10
C 3.746 -0.613 3.610 -0.03 0.01 -0.01 -0.03
C 2.836 -0.080 2.714 0.00 -0.01 0.01 -0.11
N 1.804 -0.777 2.231 0.00 0.02 0.03 0.02
C 1.627 -2.025 2.669 -0.01 0.03 -0.04 -0.16
H 4.274 -2.374 4.739 0.00 0.00 0.00 0.11
H 4.571 -0.010 3.962 0.00 0.01 -0.01 0.11
H 2.932 0.932 2.353 0.02 0.02 -0.01 0.10
H 0.769 -2.560 2.292 0.01 -0.02 -0.01 0.10
C -3.432 -0.994 4.753 -0.01 0.00 0.01 -0.09
C -2.593 -0.246 3.739 -0.01 0.02 -0.01 -0.32
O -1.326 -0.880 3.562 0.11 -0.15 0.05 -0.13
H -4.389 -0.491 4.904 0.00 0.00 0.00 0.08
H -2.912 -1.042 5.711 0.00 0.00 0.00 0.08
H -3.621 -2.013 4.416 0.00 0.01 0.00 0.04
H -2.407 0.777 4.082 -0.02 0.01 0.00 0.11
H -3.103 -0.185 2.774 -0.01 0.00 0.00 0.10
H -1.285 -1.262 2.655 -0.07 0.09 0.02 0.03
C 4.092 2.798 -1.263 0.01 0.00 -0.04 -0.11
C 3.676 1.596 -1.819 0.04 -0.01 0.01 -0.11
C 2.656 0.868 -1.223 0.14 0.02 0.08 -0.18
C 2.015 1.266 -0.037 -0.08 -0.07 -0.18 -0.25
C 2.451 2.497 0.475 0.02 0.01 0.07 -0.15
C 3.463 3.252 -0.114 -0.04 -0.01 0.04 -0.10
H 4.883 3.377 -1.725 0.00 0.00 0.00 0.09
H 4.132 1.238 -2.737 -0.01 0.00 0.01 0.10
H 2.318 -0.031 -1.728 0.04 -0.08 0.01 0.09
H 1.994 2.897 1.378 0.03 0.01 -0.01 0.08
H 3.760 4.195 0.331 0.00 0.00 0.00 0.09
```
Positions in Å, forces in eV/Å.

***

Here is a molecular structure, C42H37ClN3ORuS2Si at a distorted geometry from the OMol25 dataset. Energies are from wB97M-V/def2-TZVPD.

The HOMO energy is -3.21 eV. As for the total energy: -3503.191539 hartree. Its LUMO energy is 2.41 eV. The gap between HOMO and LUMO comes out at 5.62 eV. As for the charge: -1.

Structure (XYZ):
```
88
Properties=species:S:1:pos:R:3:forces:R:3:lowdin_charge:R:1
Ru 0.185 -0.809 0.553 -1.58 1.70 0.97 0.77
C -0.914 3.424 1.558 0.13 -0.15 -0.03 -0.04
C -1.003 2.053 0.916 -0.26 0.09 -0.27 -0.23
N -0.203 1.105 1.288 0.61 -1.52 0.34 -0.07
N 0.612 1.465 2.366 -0.16 0.37 -0.12 -0.09
C 1.446 0.585 2.815 0.05 0.03 -0.08 -1.14
S 1.726 -0.998 2.297 -0.43 -0.22 -0.63 0.57
S 2.472 1.071 4.184 -0.09 0.10 0.10 0.86
C 2.615 2.861 3.875 0.08 -0.09 -0.07 -0.43
C 3.651 3.154 2.823 -0.06 -0.03 -0.01 -0.29
C 4.984 3.352 3.174 -0.02 0.04 0.00 -0.06
C 5.954 3.543 2.200 -0.01 -0.01 0.00 -0.10
C 5.604 3.532 0.857 -0.01 -0.02 0.03 -0.10
C 4.278 3.336 0.495 -0.03 0.02 0.00 -0.07
C 3.309 3.154 1.472 0.03 0.02 0.01 -0.03
C -2.045 1.930 -0.152 0.20 0.00 0.20 -0.07
C -3.011 2.949 -0.200 -0.13 0.04 0.01 -0.05
C -3.924 3.101 -1.226 0.00 0.00 0.01 -0.09
C -3.895 2.220 -2.294 0.01 -0.02 0.06 -0.08
C -3.019 1.155 -2.247 0.01 -0.10 0.04 -0.03
C -2.155 0.963 -1.166 0.01 0.06 0.02 -0.25
O -1.411 -0.171 -1.125 0.41 -0.63 0.10 -0.22
H 0.093 3.601 1.910 0.09 -0.02 0.05 0.04
H -1.574 3.492 2.427 -0.02 0.01 0.00 0.10
H -1.174 4.204 0.846 0.01 -0.02 0.02 0.07
H 2.877 3.303 4.836 0.02 0.03 -0.02 0.07
H 1.624 3.193 3.579 0.00 0.10 0.04 0.05
H 5.262 3.344 4.222 0.02 -0.01 0.00 0.11
H 6.987 3.689 2.491 0.00 0.01 0.01 0.09
H 6.362 3.665 0.096 0.00 0.01 -0.01 0.09
H 3.995 3.307 -0.550 0.00 0.01 0.01 0.09
H 2.280 2.980 1.186 -0.02 -0.03 -0.02 0.10
H -3.060 3.648 0.620 0.01 0.03 -0.04 0.10
H -4.639 3.913 -1.195 0.01 0.00 0.01 0.10
H -4.559 2.335 -3.140 -0.01 0.00 0.01 0.10
H -3.018 0.436 -3.056 0.03 0.00 0.01 0.09
Cl -1.742 -0.746 3.400 -0.03 -0.01 -0.02 0.33
C -1.344 -1.607 1.807 0.20 0.07 -0.21 -0.74
H -2.317 -1.590 1.304 -0.06 -0.02 0.01 -0.06
H -1.171 -2.638 2.130 0.01 0.01 0.08 -0.04
C -6.032 -2.828 -2.303 0.03 -0.01 0.02 -0.10
C -5.425 -2.628 -1.070 0.03 0.00 -0.02 -0.08
C -4.087 -2.263 -1.006 -0.07 -0.02 -0.06 -0.07
C -3.329 -2.100 -2.168 -0.13 0.14 0.13 -0.26
C -3.960 -2.301 -3.397 0.07 -0.06 -0.02 -0.11
C -5.298 -2.664 -3.468 -0.01 -0.02 0.00 -0.09
Si -1.552 -1.532 -2.115 0.23 -0.01 -0.13 0.65
C -0.360 -2.814 -1.530 -0.02 -0.21 -0.11 -0.29
C -0.677 -3.761 -0.549 -0.03 0.01 0.02 -0.11
C 0.217 -4.769 -0.222 0.06 0.00 0.02 -0.08
C 1.433 -4.861 -0.886 -0.07 0.05 -0.03 -0.07
C 1.753 -3.950 -1.884 -0.24 -0.18 -0.22 -0.08
C 0.863 -2.938 -2.200 -0.25 -0.14 -0.05 -0.11
H -7.077 -3.109 -2.353 -0.01 0.01 0.00 0.10
H -5.993 -2.747 -0.157 0.00 0.00 0.00 0.10
H -3.639 -2.089 -0.036 0.02 0.00 0.03 0.08
H -3.397 -2.168 -4.315 -0.01 0.01 -0.01 0.10
H -5.768 -2.812 -4.432 0.00 0.00 0.00 0.10
H -1.160 -1.179 -3.502 -0.07 0.11 0.02 0.04
H -1.638 -3.726 -0.051 0.02 0.07 0.08 0.09
H -0.035 -5.480 0.555 -0.01 -0.01 0.00 0.10
H 2.136 -5.642 -0.624 0.01 -0.02 0.01 0.10
H 2.702 -4.016 -2.403 -0.34 -0.08 -0.04 0.08
H 1.125 -2.225 -2.973 -0.02 -0.04 0.03 0.10
N 1.537 -0.362 -0.785 0.99 -0.09 -0.51 -0.05
C 2.449 -0.195 -1.624 -0.22 0.27 0.02 -0.36
C 2.576 1.114 -2.373 0.19 -0.02 -0.04 -0.17
C 1.431 1.877 -2.598 0.00 0.02 -0.01 -0.03
C 1.498 3.092 -3.261 -0.01 0.00 0.04 -0.09
C 2.721 3.579 -3.709 0.02 -0.02 0.00 -0.11
C 3.873 2.844 -3.467 0.01 -0.02 0.01 -0.11
C 3.800 1.624 -2.805 -0.02 -0.02 -0.02 -0.07
C 3.432 -1.292 -1.955 0.13 0.07 -0.06 -0.19
C 3.810 -2.184 -0.955 0.34 0.15 0.13 -0.05
C 4.624 -3.268 -1.240 0.32 0.19 0.06 -0.11
C 5.066 -3.495 -2.539 0.10 0.06 0.08 -0.12
C 4.696 -2.613 -3.545 -0.03 0.00 0.00 -0.10
C 3.893 -1.516 -3.252 0.01 -0.06 0.03 -0.05
H 0.490 1.494 -2.223 -0.03 -0.01 0.01 0.09
H 0.592 3.664 -3.425 0.00 -0.01 -0.02 0.10
H 2.775 4.521 -4.241 0.00 0.02 0.03 0.09
H 4.835 3.224 -3.791 0.00 0.00 0.00 0.09
H 4.708 1.066 -2.603 0.00 -0.01 -0.04 0.11
H 3.444 -2.012 0.051 -0.06 0.01 -0.02 0.09
H 4.908 -3.949 -0.445 -0.01 -0.01 0.01 0.10
H 5.687 -4.352 -2.766 0.02 0.00 0.01 0.09
H 5.031 -2.779 -4.563 -0.01 -0.01 0.00 0.09
H 3.601 -0.838 -4.047 0.01 0.01 0.00 0.11
```
Positions in Å, forces in eV/Å.